# 1
A structure of composition C27H48OP2Pt in a non-equilibrium geometry. Source: OMol25; level of theory: wB97M-V/def2-TZVPD.

As for the energy: -1933.92069 a.u. Its total charge is +2. The spin multiplicity is 5.

Last column: Mulliken spin population.
Positions of all 79 atoms, in Å:
P 3.64951 3.68973 2.18462  0.33
P 1.92659 3.87507 -0.42477  0.13
C 4.36513 3.81562 0.52130  -0.05
C 3.54382 4.81393 -0.29187  0.11
H 4.33194 2.78139 0.12556  -0.01
H 5.36243 4.12746 0.82626  0.00
H 3.35998 5.80573 0.17062  0.02
H 4.01772 4.92892 -1.28201  -0.02
C 2.57599 3.07338 -2.11607  0.10
H 1.89666 2.39147 -2.64136  -0.02
H 3.53593 2.55293 -1.98980  0.01
H 2.76787 3.88616 -2.84533  0.00
C 0.92136 5.08134 -1.41394  0.03
H 1.48509 5.48539 -2.27054  0.01
H 0.62177 5.89228 -0.74279  0.00
H 0.03339 4.55019 -1.79680  0.00
C 4.54065 2.30211 2.78526  0.03
H 4.05827 1.68902 3.53876  0.01
H 5.37877 2.83370 3.20378  0.00
H 4.81398 1.71683 1.90141  0.00
C 4.03566 5.30799 2.82184  0.01
H 4.00713 6.13935 2.08675  0.01
H 5.03881 5.04665 3.15456  0.01
H 3.45798 5.55360 3.72239  0.00
Pt 1.64274 4.26659 2.11527  0.86
C -0.25402 -0.25654 -2.91637  0.38
C 0.78333 -1.08372 -2.83644  0.22
C 2.10128 -0.70783 -2.34987  0.08
C 2.46914 -1.15572 -0.85008  0.07
C 1.72965 -0.49844 0.26912  0.00
C 1.04454 0.62312 0.08051  0.02
C 0.14235 1.26688 -0.90520  0.05
C -0.83497 0.42075 -1.69611  0.10
C 0.90110 2.54913 3.16475  0.46
H -0.75165 -0.13764 -3.93905  0.01
H 0.70446 -2.08542 -3.34976  0.03
H 2.24868 0.37639 -2.40229  0.00
H 2.78885 -1.30969 -2.98526  0.02
H 2.29028 -2.24837 -0.85266  0.00
H 3.54876 -1.03367 -0.74552  0.01
H 1.67988 -1.02115 1.24527  0.00
H 1.17996 1.39832 0.89146  -0.01
H 0.70303 1.80687 -1.64865  -0.02
H -0.39120 2.13348 -0.45718  0.00
H -1.27346 -0.33395 -0.98661  0.02
H -1.69792 1.05385 -2.04076  0.00
H 0.08521 2.33642 2.46935  -0.01
H 0.72052 2.35189 4.23735  0.02
H 1.82098 1.93207 2.95220  -0.03
C -3.76894 -0.94397 -2.06523  0.01
C -3.46872 -2.41227 -2.37888  0.00
C -2.02880 -2.73554 -2.76778  0.01
C -3.87211 -3.32365 -1.21739  0.16
C -4.82090 -4.30213 -1.42457  -0.03
C -5.15586 -5.20608 -0.42085  0.23
C -4.52999 -5.13337 0.82554  -0.07
C -3.56644 -4.17970 1.09649  0.09
C -2.89093 -4.13207 2.46648  -0.01
C -3.88580 -3.76487 3.56546  0.02
C -2.20917 -5.45645 2.80132  0.02
C -3.19796 -3.20073 0.07422  0.22
O -2.33865 -2.30961 0.30046  0.35
H -3.37401 -0.66378 -1.07753  0.00
H -4.86283 -0.82604 -2.02755  0.00
H -3.37955 -0.27094 -2.83740  0.00
H -4.11004 -2.68896 -3.22822  0.00
H -1.34974 -2.49433 -1.94317  0.02
H -1.94608 -3.82035 -2.93902  0.00
H -1.70428 -2.21558 -3.67303  0.00
H -5.30295 -4.35945 -2.40865  0.00
H -5.91148 -5.97847 -0.61478  0.00
H -4.79326 -5.84323 1.61394  0.01
H -2.12945 -3.34777 2.40938  0.00
H -4.67493 -4.51938 3.64294  0.00
H -3.37889 -3.69169 4.53083  0.00
H -4.35084 -2.79998 3.35007  0.00
H -1.48609 -5.71980 2.02586  -0.01
H -1.67565 -5.37973 3.75176  0.00
H -2.94360 -6.26392 2.87799  0.00

=====

# 2
A structure of composition C29H26N3O2OsP2S2 in a non-equilibrium geometry. Source: OMol25; level of theory: wB97M-V/def2-TZVPD.

Its total charge is +1. The spin multiplicity is 5. As for the relative energy (zero: lowest compared OMol25 entry of this formula, charge and spin): 137.5 kJ/mol.

Last column: Mulliken spin population.
Positions of all 65 atoms, in Å:
Os -1.46938 -0.10524 -2.51443  2.71
S 2.41320 0.69126 -1.79478  0.03
P 1.18334 0.62833 -0.29063  -0.03
C -0.49067 0.07005 -0.73888  0.42
P -1.54023 -0.94153 0.26260  -0.04
S -2.99994 -1.23730 -1.17036  0.20
C -0.82102 -2.54631 0.63772  0.05
C -0.75696 -3.03327 1.94090  0.00
C -0.23999 -4.29942 2.18190  0.00
C 0.21210 -5.07727 1.12724  0.00
C 0.16034 -4.59246 -0.17436  0.01
C -0.35662 -3.33370 -0.42023  0.00
C -2.33591 -0.29754 1.72720  0.08
C -1.98492 0.90543 2.33316  -0.01
C -2.67609 1.33632 3.45847  0.00
C -3.71404 0.57449 3.97117  0.00
C -4.07967 -0.61836 3.35629  0.00
C -3.39936 -1.05444 2.23212  0.00
C 0.90958 2.22580 0.49613  0.02
C 1.76789 2.66431 1.50293  0.01
C 1.57941 3.91202 2.08136  0.00
C 0.53749 4.72798 1.65898  0.00
C -0.31271 4.30340 0.64573  0.00
C -0.12579 3.05660 0.06402  0.01
C 1.79272 -0.45744 1.03185  0.03
C 2.82939 -1.33945 0.74802  0.00
C 3.33970 -2.16241 1.74573  0.00
C 2.83092 -2.09712 3.03461  0.00
C 1.80344 -1.21006 3.33003  0.00
C 1.28545 -0.39938 2.33226  0.00
H -1.10262 -2.42940 2.76960  0.00
H -0.19212 -4.67614 3.19591  0.00
H 0.60453 -6.06827 1.31738  0.00
H 0.51220 -5.20156 -0.99634  0.00
H -0.40443 -2.96863 -1.43731  0.01
H -1.19530 1.52390 1.92394  0.01
H -2.40477 2.27368 3.92630  0.00
H -4.25218 0.91501 4.84704  0.00
H -4.89911 -1.20563 3.75089  0.00
H -3.69837 -1.97975 1.75139  0.00
H 2.58361 2.03443 1.83511  0.00
H 2.24947 4.24928 2.86194  0.00
H 0.39091 5.69827 2.11792  0.00
H -1.12170 4.94138 0.31161  0.00
H -0.79829 2.72305 -0.71629  0.00
H 3.23485 -1.36638 -0.25434  0.00
H 4.14921 -2.84359 1.51656  0.00
H 3.24129 -2.72930 3.81286  0.00
H 1.41261 -1.14391 4.33821  0.00
H 0.50297 0.30215 2.58768  0.00
O -3.11976 1.72484 -4.16725  0.22
N -3.06615 0.65504 -3.63727  0.15
O -2.55606 -0.41658 -4.29215  0.09
C 2.31073 0.90491 -6.40259  0.00
N 1.34231 1.16828 -5.32783  0.02
C 0.93541 2.41475 -4.87538  -0.02
C 0.04907 2.19103 -3.88535  0.02
N -0.08449 0.81937 -3.73074  0.04
C 0.70339 0.24182 -4.62449  0.00
H 2.77980 1.84353 -6.67611  0.00
H 1.80617 0.48912 -7.26973  0.00
H 3.07231 0.21799 -6.04560  0.00
H 1.32034 3.32874 -5.29367  0.00
H -0.48672 2.89368 -3.27291  0.00
H 0.83920 -0.81839 -4.75577  0.00

=====

# 3
The ion C2H8ClN2O2 with charge +1 in a non-equilibrium geometry. Source: OMol25; level of theory: wB97M-V/def2-TZVPD.

Its total charge is +1. As for the relative energy (zero: lowest compared OMol25 entry of this formula, charge and spin): 310.1 kJ/mol.

Last column: Mulliken charge in e.
Positions of all 15 atoms, in Å:
N -0.66307 1.61046 -0.03127  -0.78
C -0.54007 0.16674 0.07381  1.63
O -0.36979 -0.09380 1.45280  -0.63
C 0.73824 -0.11818 -0.68147  -1.55
N 1.42817 -1.16827 0.09819  -0.27
O -1.39624 -0.65913 -0.54385  -0.40
Cl -3.07275 -0.50335 0.02287  0.02
H -0.42892 2.02829 -0.99355  0.25
H -1.67513 1.91455 0.17385  0.31
H -0.42179 0.72630 1.95045  0.36
H 0.48880 -0.51657 -1.61631  0.41
H 1.17623 0.81334 -0.84129  0.48
H 2.42255 -1.04431 -0.05961  0.36
H 1.17331 -2.16298 -0.15579  0.38
H 1.14045 -0.99307 1.15117  0.43